Entry w
76
Properties=species:S:1:pos:R:3 method="wB97M-V/def2-TZVPD" total_charge=+2
W 0.30 1.12 -0.64
Br 2.83 -1.78 -6.41
C 1.98 -1.51 -4.76
C 1.45 -2.60 -4.05
Br 1.61 -4.34 -4.73
C 0.80 -2.41 -2.83
Br 0.13 -3.80 -1.77
C 0.68 -1.11 -2.36
O 0.10 -0.72 -1.21
C 1.27 -0.06 -3.03
O 1.21 1.06 -2.30
C 1.91 -0.22 -4.24
Br 2.66 1.29 -5.06
C 4.19 -0.72 -1.55
O 3.05 -0.62 -0.68
C 3.20 -1.05 0.59
C 4.26 -1.83 1.05
C 4.25 -2.31 2.35
Br 5.68 -3.38 2.93
C 3.23 -2.00 3.23
C 2.20 -1.17 2.81
C 2.21 -0.71 1.49
O 1.04 -0.09 1.02
C 1.06 -0.79 3.67
N -0.02 -1.48 3.91
C -0.83 -0.65 4.69
C -2.09 -0.90 5.24
C -2.67 0.12 5.97
C -2.03 1.35 6.15
C -0.79 1.61 5.60
C -0.21 0.59 4.87
N 0.98 0.49 4.16
H 4.39 -1.76 -1.80
H 5.06 -0.27 -1.08
H 3.93 -0.16 -2.44
H 5.07 -2.11 0.39
H 3.24 -2.38 4.25
H 0.45 0.12 1.78
H -2.57 -1.86 5.12
H -3.64 -0.04 6.42
H -2.51 2.11 6.75
H -0.29 2.56 5.76
H 1.79 1.08 4.32
C -3.27 -1.41 -1.27
N -2.58 -2.04 -0.15
C -2.64 -3.37 0.16
C -1.89 -3.56 1.27
N -1.39 -2.34 1.62
C -1.82 -1.41 0.76
S -1.64 0.31 0.95
H -3.19 -2.07 -2.14
H -2.80 -0.46 -1.51
H -4.32 -1.26 -1.02
H -3.19 -4.07 -0.45
H -1.68 -4.45 1.83
H -0.78 -2.15 2.44
C -3.15 2.61 -5.51
C -1.77 2.51 -4.87
C -1.82 2.63 -3.38
N -1.42 1.75 -2.55
N -1.51 2.12 -1.23
C -2.03 3.33 -1.06
N -2.21 3.92 0.12
S -2.48 4.04 -2.56
H -3.06 2.52 -6.59
H -3.62 3.57 -5.31
H -3.81 1.82 -5.15
H -1.12 3.30 -5.25
H -1.29 1.56 -5.09
H -1.83 3.48 0.95
H -2.62 4.83 0.19
O 0.08 2.50 1.06
Se 1.38 3.34 0.33
O 0.67 3.37 -1.17
O 2.15 1.88 -0.02
O 2.08 4.53 1.06

Entry x
76
Properties=species:S:1:pos:R:3 method="wB97M-V/def2-TZVPD" total_charge=+2
W -0.04 -0.68 -1.37
Br -6.07 -1.89 1.79
C -4.24 -1.64 1.46
C -3.33 -1.55 2.51
Br -3.91 -1.71 4.29
C -1.97 -1.34 2.27
Br -0.67 -1.14 3.61
C -1.56 -1.22 0.96
O -0.30 -0.94 0.54
C -2.46 -1.34 -0.09
O -1.87 -1.14 -1.30
C -3.81 -1.52 0.13
Br -4.94 -1.65 -1.36
C 3.08 -2.35 -1.36
O 2.39 -1.26 -0.70
C 3.24 -0.48 0.09
C 4.57 -0.78 0.35
C 5.29 0.04 1.22
Br 7.09 -0.38 1.57
C 4.70 1.13 1.83
C 3.37 1.44 1.55
C 2.67 0.64 0.67
O 1.36 0.87 0.34
C 2.73 2.56 2.25
N 3.03 2.91 3.46
C 2.20 3.98 3.75
C 2.11 4.75 4.91
C 1.20 5.78 4.92
C 0.38 6.06 3.82
C 0.45 5.30 2.66
C 1.37 4.26 2.66
N 1.68 3.29 1.71
H 3.87 -1.94 -1.99
H 2.36 -2.86 -1.98
H 3.49 -3.02 -0.61
H 5.07 -1.63 -0.10
H 5.25 1.74 2.53
H 0.90 1.29 1.09
H 2.74 4.54 5.76
H 1.11 6.41 5.80
H -0.31 6.88 3.87
H -0.19 5.51 1.81
H 1.55 3.40 0.72
C -4.32 1.81 -0.16
N -3.66 2.05 -1.45
C -4.32 2.51 -2.57
C -3.39 2.76 -3.51
N -2.18 2.47 -2.93
C -2.34 2.01 -1.68
S -1.12 1.59 -0.54
H -5.28 1.33 -0.35
H -4.46 2.75 0.36
H -3.69 1.15 0.43
H -5.39 2.63 -2.59
H -3.47 3.11 -4.53
H -0.75 3.56 -3.51
C 0.02 -6.20 -3.94
C -1.08 -5.70 -3.00
C -0.53 -4.74 -2.00
N -0.47 -3.48 -2.17
N 0.13 -2.82 -1.12
C 0.48 -3.63 -0.11
N 1.08 -3.27 1.02
S 0.13 -5.27 -0.47
H -0.40 -6.90 -4.67
H 0.81 -6.73 -3.40
H 0.47 -5.37 -4.49
H -1.55 -6.54 -2.48
H -1.86 -5.19 -3.55
H 1.12 -2.29 1.28
H 1.25 -3.95 1.74
O 1.17 0.82 -2.21
Se 0.78 0.13 -3.72
O 1.09 -1.40 -3.06
O -0.86 -0.10 -3.12
O -0.98 2.61 -3.55

Relative to the most stable structure, the computed energies are entry w 0.0000; entry x 0.0220, all in hartree.

Entry w
Molecular formula: C9H6O3
Method: DFT, the ωB97M-V functional and the def2-TZVPD basis

XYZ file:
```
18
C9H6O3 | the OMol25 dataset | the ωB97M-V functional and the def2-TZVPD basis
C -2.33 1.69 -0.32
C -0.98 1.96 -0.22
C -2.76 0.45 0.10
C -0.04 1.20 0.57
C 0.91 1.78 1.20
C 2.75 -1.75 -0.46
C 3.42 -2.83 -0.36
C -1.85 -0.64 0.21
C -0.39 -0.21 0.40
O 1.74 2.31 1.79
O 2.46 -0.67 -0.64
O -0.82 -0.61 -0.79
H -3.07 2.31 -0.81
H -0.57 2.74 -0.74
H -3.80 0.42 0.08
H 4.49 -2.72 -0.16
H 3.01 -3.79 -0.38
H -2.16 -1.64 0.55
```

Entry x
Molecular formula: C9H6O3
Method: DFT, the ωB97M-V functional and the def2-TZVPD basis

XYZ file:
```
18
C9H6O3 | the OMol25 dataset | the ωB97M-V functional and the def2-TZVPD basis
O 3.97 -0.68 0.00
C 2.81 -0.25 -0.04
C 2.51 1.16 0.01
C 1.26 1.51 -0.05
C 0.16 0.60 0.00
C -1.21 0.99 -0.01
C -2.22 -0.02 0.03
O -3.57 0.41 -0.02
C -1.76 -1.38 -0.06
C -0.53 -1.72 -0.08
C 0.54 -0.76 0.02
O 1.76 -1.26 0.00
H 3.44 1.73 0.32
H 1.23 2.50 -0.29
H -1.78 2.14 -0.16
H -4.05 -0.48 0.29
H -2.41 -1.94 0.19
H -0.15 -2.55 -0.15
```

Relative to the most stable structure, the computed energies are entry w 0.1055; entry x 0.0000, all in hartree.

Entry w
Molecular formula: C7H11N3
Method: DFT, the ωB97M-V functional and the def2-TZVPD basis

XYZ file:
```
21
C7H11N3 | the OMol25 dataset | the ωB97M-V functional and the def2-TZVPD basis
C -0.27 0.40 1.01
C 1.15 0.70 1.33
C 2.34 0.27 0.88
C -1.01 -0.35 0.25
C -2.47 -0.28 -0.07
C 0.30 -0.62 -2.52
C -0.09 -1.34 -1.26
N -1.05 1.26 1.91
N -0.32 1.91 2.62
N 0.99 1.70 2.37
H 3.19 0.69 1.38
H 2.62 -0.49 0.28
H -2.98 -0.01 0.86
H -2.58 0.55 -0.77
H -2.63 -1.28 -0.58
H -0.45 -0.75 -3.37
H 0.44 0.44 -2.32
H 1.14 -1.01 -2.96
H 0.84 -1.70 -0.71
H -0.82 -2.07 -1.40
H 1.66 1.99 3.06
```

Entry x
Molecular formula: C7H11N3
Method: DFT, the ωB97M-V functional and the def2-TZVPD basis

XYZ file:
```
21
C7H11N3 | the OMol25 dataset | the ωB97M-V functional and the def2-TZVPD basis
H 0.54 -3.47 -0.36
N 0.56 -2.50 -0.23
C -0.51 -1.87 0.06
C -0.49 -0.48 0.20
C 0.65 0.38 0.12
N 2.02 0.00 0.37
C 3.15 0.72 -0.24
C 0.21 1.66 0.10
C -1.20 1.64 0.23
N -1.62 0.30 0.31
C -2.95 -0.06 -0.07
H -1.46 -2.41 0.42
H 2.13 -1.02 0.22
H 2.98 1.72 0.04
H 4.06 0.40 0.28
H 3.14 0.50 -1.32
H 0.72 2.66 -0.04
H -1.95 2.38 0.47
H -2.97 -0.39 -1.21
H -3.36 -0.91 0.49
H -3.67 0.79 0.13
```

Relative to the most stable structure, the computed energies are entry w 0.1162; entry x 0.0000, all in hartree.

Entry w
Molecular formula: C3H5NO4
Method: DFT, the ωB97M-V functional and the def2-TZVPD basis

XYZ file:
```
13
C3H5NO4 | the OMol25 dataset | the ωB97M-V functional and the def2-TZVPD basis
C 0.43 0.37 0.12
C -1.34 -1.13 -0.93
C -0.04 1.78 0.36
N 1.59 -0.06 0.52
O 1.79 -1.42 0.25
O 2.51 0.59 1.06
O -1.52 -1.34 -2.08
O -1.90 -1.52 0.17
H -0.36 2.07 1.26
H -0.75 2.08 -0.37
H 0.98 2.39 0.16
H 1.24 -1.74 -0.54
H -2.62 -2.09 0.01
```

Entry x
Molecular formula: C3H5NO4
Method: DFT, the ωB97M-V functional and the def2-TZVPD basis

XYZ file:
```
13
C3H5NO4 | the OMol25 dataset | the ωB97M-V functional and the def2-TZVPD basis
N -1.37 1.24 0.10
C -1.12 -0.03 -0.13
O -1.70 -0.74 -0.89
C 0.04 -0.49 0.68
O 0.20 -1.92 0.67
C 1.18 0.24 -0.06
O 1.25 1.44 -0.25
O 1.90 -0.64 -0.71
H -0.73 1.69 0.71
H -2.02 1.67 -0.51
H -0.09 -0.09 1.75
H -0.11 -2.16 -0.16
H 2.57 -0.22 -1.22
```

Relative to the most stable structure, the computed energies are entry w 0.2838; entry x 0.0000, all in hartree.

Entry w
18
Properties=species:S:1:pos:R:3 method="wB97M-V/def2-TZVPD" spin_multiplicity=2
C -1.14 -0.44 2.24
O -2.02 -0.34 1.21
C -0.91 0.92 2.84
C -0.81 2.00 1.76
H -0.15 -0.92 1.99
H -1.54 -1.15 2.95
H 0.00 0.96 3.47
H -1.78 1.05 3.53
H -0.33 2.92 2.18
H -1.84 2.24 1.38
H -0.15 1.65 0.92
C -0.77 -0.16 -1.16
S 1.02 -0.29 -0.77
S 1.83 -0.68 -2.62
H -0.99 0.81 -1.65
H -1.34 -0.18 -0.11
H -1.13 -1.04 -1.72
H 1.70 -2.04 -2.55

Entry x
18
Properties=species:S:1:pos:R:3 method="wB97M-V/def2-TZVPD" spin_multiplicity=2
C -1.98 -0.38 1.48
O -0.77 0.29 1.37
C -2.93 -0.03 0.33
H -2.47 -0.07 2.42
H -1.89 -1.48 1.54
H -3.88 -0.61 0.36
H -2.45 -0.17 -0.59
H -3.15 1.05 0.35
C 1.94 -0.01 1.77
C 1.49 0.63 0.49
S 0.27 -0.51 -0.35
S 0.94 0.18 -2.38
H 2.18 -1.07 1.65
H 1.17 0.13 2.52
H 2.86 0.54 2.10
H 2.28 0.77 -0.22
H 1.04 1.62 0.79
H -0.11 0.95 -2.66

Relative to the most stable structure, the computed energies are entry w 0.0149; entry x 0.0000, all in hartree.

Entry w
Molecular formula: C9H16N2O
Method: DFT, the ωB97M-V functional and the def2-TZVPD basis

XYZ file:
```
28
C9H16N2O | the OMol25 dataset | the ωB97M-V functional and the def2-TZVPD basis
C -1.61 2.22 -2.59
O -0.94 2.39 -1.36
C -0.95 1.22 -0.60
C -2.17 0.87 0.19
C -0.93 1.38 0.88
C -0.91 2.75 1.50
H -2.66 1.93 -2.44
H -1.12 1.45 -3.21
H -1.56 3.18 -3.11
H -0.37 0.40 -1.03
H -2.47 -0.17 0.30
H -3.01 1.58 0.12
H -0.35 0.64 1.41
H -1.47 3.47 0.88
H -1.37 2.74 2.51
H 0.12 3.13 1.60
C 3.24 -2.12 1.26
C 1.90 -2.06 0.58
C 0.77 -1.53 1.28
N -0.19 -1.12 1.80
C 1.68 -2.47 -0.69
N 0.50 -2.44 -1.36
H 3.20 -1.72 2.25
H 4.01 -1.53 0.72
H 3.62 -3.16 1.33
H 2.52 -2.88 -1.26
H 0.42 -2.77 -2.31
H -0.33 -2.08 -0.91
```

Entry x
Molecular formula: C9H16N2O
Method: DFT, the ωB97M-V functional and the def2-TZVPD basis

XYZ file:
```
28
C9H16N2O | the OMol25 dataset | the ωB97M-V functional and the def2-TZVPD basis
C -2.38 -1.81 1.02
C -1.02 -1.49 1.19
C -1.80 -0.91 -0.91
C 2.96 -0.94 -0.84
C 2.16 0.45 1.16
C -2.12 2.30 -0.81
C 1.81 -0.82 0.20
C 0.52 -0.64 -0.44
C -0.86 2.57 -0.49
N -2.90 -1.41 -0.11
N -0.63 -0.97 0.01
O -0.56 2.51 0.83
H -3.07 -2.14 1.77
H -0.41 -1.94 1.89
H -1.61 -1.62 -1.88
H 2.53 -1.55 -1.63
H 3.79 -1.42 -0.54
H 3.17 0.02 -1.22
H 1.27 0.79 1.63
H 2.60 1.27 0.57
H 2.94 0.22 1.82
H -1.94 0.11 -1.25
H -2.81 2.16 0.00
H -2.49 2.21 -1.84
H 1.73 -1.72 0.90
H 0.54 -0.17 -1.39
H 0.09 2.68 -0.97
H -1.50 2.27 1.33
```

Relative to the most stable structure, the computed energies are entry w 0.0000; entry x 0.0792, all in hartree.